Version 1
The following is a quantum chemistry calculation of a structure of composition C4H7NO3, from the Open Molecules 2025 dataset.

XYZ file:
```
15
C4H7NO3 (ωB97M-V/def2-TZVPD)
C -0.1933 0.4121 -0.0283
C -0.6158 0.5395 -1.4687
C 0.9202 -0.4151 0.3124
N 1.9193 -0.0295 1.1154
C -1.0241 -1.3664 0.3832
O -0.2454 1.5977 0.7257
O 0.6712 -1.6757 0.1353
O -1.7947 -1.8337 -0.3985
H -0.8567 2.2094 0.3028
H 2.0162 0.9463 1.3440
H 2.4716 -0.7179 1.6000
H -1.0836 -1.3738 1.4753
H -0.3863 -0.3664 -2.0230
H -1.6968 0.6879 -1.5388
H -0.1018 1.3855 -1.9368
```

Output
* gap between HOMO and LUMO: 8.50 eV

Here are the Löwdin charges for atoms 1 to 8, given in e: C -0.3590; C -0.0271; C -0.4344; N 0.2232; C -0.2457; O 0.0084; O 0.0289; O 0.0453


Version 2
The following is a quantum chemistry calculation of a structure of composition C4H7NO3, from the Open Molecules 2025 dataset.

XYZ file:
```
15
C4H7NO3 (ωB97M-V/def2-TZVPD)
C 0.2255 -0.3116 -0.4334
C 0.9149 -1.2641 0.5061
C -1.1963 0.3270 0.7504
C -2.0006 0.7091 -0.6003
N 1.0017 0.8452 -0.7498
O -0.6169 1.4144 1.3335
O -1.7843 -0.5347 1.3964
O -2.4766 0.4393 -1.6096
H 0.1140 1.7051 0.7452
H -0.2167 -0.8114 -1.2975
H 0.7759 1.2669 -1.6401
H 2.0012 0.7277 -0.6463
H 0.2047 -1.9944 0.8902
H 1.3283 -0.7279 1.3623
H 1.7251 -1.7907 -0.0070
```

Output
* gap between HOMO and LUMO (spin up / spin down): 8.16 / 8.16 eV

Here are the Löwdin charges for atoms 1 to 8, given in e: C -0.3002; C -0.0697; C -0.6912; C 0.0810; N 0.0324; O 0.0413; O 0.0369; O 0.2191


Version 3
The following is a quantum chemistry calculation of the molecule C4H7NO3, from the Open Molecules 2025 dataset.

XYZ file:
```
15
C4H7NO3 (ωB97M-V/def2-TZVPD)
C 0.5721 0.3667 1.2839
C 0.2180 -0.1564 -1.1126
C -1.0391 0.6200 -0.5470
C 1.2769 0.1690 0.0085
N -2.0596 -0.0320 0.0588
O -3.0223 0.7089 0.2594
O -1.9430 -1.2292 0.3199
O 2.1592 -0.8762 0.2668
H 0.7369 0.9895 2.0255
H 0.2125 -0.5603 1.6449
H 0.0397 -1.2437 -1.3299
H 0.5820 0.2450 -2.0358
H -1.2984 1.6713 -0.8198
H 1.9950 0.9667 -0.3328
H 1.5699 -1.6390 0.3104
```

Output
* gap between HOMO and LUMO (spin up / spin down): 8.93 / 7.61 eV

Here are the Löwdin charges for atoms 1 to 8, given in e: C 0.1697; C -0.0702; C 0.0145; C -0.4647; N -0.4538; O 0.0480; O 0.0361; O -0.0192


Version 4
The following is a quantum chemistry calculation of a structure of composition C4H7NO3, from the Open Molecules 2025 dataset.

XYZ file:
```
15
C4H7NO3 (ωB97M-V/def2-TZVPD)
C -1.2395 -0.3829 -0.2861
C -0.1658 0.5527 -0.3360
C 0.4854 0.6373 0.9937
C 1.6379 0.1018 0.4849
H -3.0256 0.2669 0.3573
H -1.0366 -1.3289 0.1730
H -2.1952 -0.3404 -1.2323
H -0.5556 1.3396 -0.8695
H 0.6661 1.6186 1.6831
H -0.0735 -0.0151 1.5883
H 2.1384 -1.5880 -1.5529
N 1.3762 0.2140 -0.8505
O -2.1205 0.3856 0.7171
O 2.3726 -0.8243 0.8888
O 1.7358 -0.6368 -1.7588
```

Output
* gap between HOMO and LUMO: 9.58 eV

Here are the Löwdin charges for atoms 1 to 8, given in e: C -0.1361; C -0.1872; C -0.0865; C -0.4834; H 0.0784; H 0.1140; H 0.2134; H 0.1198


What should be chosen as the least stable of them? Choose version 3.


Version 1
The following is a quantum chemistry calculation of the molecule C4H7NO3, from the Open Molecules 2025 dataset.

XYZ file:
```
15
C4H7NO3 (ωB97M-V/def2-TZVPD)
C 1.6100 1.0734 2.1772
C -0.8682 0.3306 -0.0708
C -0.9493 -1.2873 -0.3975
C -0.0266 -0.1831 -2.1323
H 1.8930 -0.0840 2.3577
H 2.3625 1.7713 2.7058
H -1.8780 0.6623 0.4994
H -1.9771 -1.4658 -0.1131
H -0.3842 -1.8515 0.2342
H 1.2048 -0.0630 -1.8506
H -0.4192 0.1050 -3.0656
N 0.5217 1.2859 1.5749
O 0.1043 0.1151 0.9925
O -0.7446 -1.3665 -1.7463
O -0.4490 0.9574 -1.1655
```

Output
* SMILES string: C=NO[C@@H]1COCO1
* gap between HOMO and LUMO: 10.86 eV

Here are the Löwdin charges for atoms 1 to 8, given in e: C -0.0567; C -0.3538; C -0.1361; C -0.0552; H 0.1169; H 0.0915; H 0.1956; H 0.1165


Version 2
The following is a quantum chemistry calculation of the molecule C4H7NO3, from the Open Molecules 2025 dataset.

XYZ file:
```
15
C4H7NO3 (ωB97M-V/def2-TZVPD)
O 0.7192 -1.9116 -2.9226
O 0.1769 2.7257 2.4081
O 0.4216 -0.1230 -1.5159
C 0.8557 -0.7350 -2.6340
C -0.3857 1.6728 2.2082
N 0.0000 0.9283 1.1269
C 0.1068 -0.9819 -0.4025
C -0.7079 -0.2410 0.6434
H 1.2490 -0.0717 -3.3957
H -1.1473 1.2752 2.9048
H 0.6542 1.4188 0.5007
H -0.4011 -1.9107 -0.7542
H 1.0550 -1.2626 0.0803
H -0.9200 -0.8933 1.4997
H -1.6764 0.1101 0.2528
```

Output
* SMILES string: O=CNCCOC=O
* gap between HOMO and LUMO: 10.59 eV

Here are the Löwdin charges for atoms 1 to 8, given in e: O 0.0601; O 0.0104; O -0.0288; C -0.3177; C -0.3570; N 0.0118; C -0.1593; C -0.1829


What should be chosen as the least stable of them? Choose version 1.


Version 1
The following is a quantum chemistry calculation of the molecule C4H7NO3, from the Open Molecules 2025 dataset.

XYZ file:
```
15
C4H7NO3 (ωB97M-V/def2-TZVPD)
C 0.9821 -1.9487 0.4766
C 0.1748 0.2046 0.0246
C 0.3424 1.4467 0.4512
C -1.0961 -0.1932 -0.6398
H 0.1603 -2.4521 -0.0741
H 1.8971 -2.5221 0.3707
H 0.7566 -1.8605 1.5484
H -0.4486 2.1860 0.4043
H 1.6781 2.8624 1.1468
H 2.2478 1.2524 0.9212
H -2.1999 1.0597 0.3920
N 1.4972 1.8714 1.0531
O 1.2615 -0.6570 -0.0127
O -2.2898 0.3744 -0.2501
O -1.0955 -1.0527 -1.4817
```

Output
* SMILES string: CO/C(=C\N)C(=O)O
* gap between HOMO and LUMO: 9.09 eV

Here are the Löwdin charges for atoms 1 to 8, given in e: C -0.0770; C -0.2413; C -0.1197; C -0.4535; H 0.0957; H 0.0892; H 0.0985; H 0.1286


Version 2
The following is a quantum chemistry calculation of a cluster of 2 separate species, C4H7NO3 in total, from the Open Molecules 2025 dataset.

XYZ file:
```
15
C4H7NO3 (ωB97M-V/def2-TZVPD)
C -2.3770 0.0729 -0.2634
C -0.9464 -0.1816 0.0389
N -0.4173 -1.2988 0.3292
C 0.9986 -1.1723 0.6015
C 1.3240 0.2971 0.7614
O 2.0119 0.8378 1.5832
O -0.1821 0.9460 0.1742
H -2.4588 0.6135 -1.2171
H -2.9207 -0.8753 -0.3131
H -2.8206 0.7113 0.5132
H 1.2663 -1.7135 1.5186
H 1.5944 -1.6001 -0.2194
O 1.7976 0.7559 -1.2216
H 0.6779 1.1557 -1.1918
H 2.4522 1.4514 -1.0938
```

Output
* SMILES string: CC1=NCC(=O)O1.O
* gap between HOMO and LUMO: 10.59 eV

Here are the Löwdin charges for atoms 1 to 8, given in e: C -0.0019; C -0.4735; N 0.1003; C -0.1323; C -0.2727; O 0.1462; O -0.0724; H 0.0890


What should be chosen as the least stable of them? Choose version 2.


Version 1
The following is a quantum chemistry calculation of a cluster of 2 separate species, C2H6O2 in total, from the Open Molecules 2025 dataset.

XYZ file:
```
10
C2H6O2 (ωB97M-V/def2-TZVPD)
O 0.2642 0.0237 -0.9939
C 1.3242 0.2783 -0.1288
C 0.2612 -0.4764 0.4931
O -1.9223 0.5083 -0.0496
H -1.1895 0.5874 -0.6993
H 2.2486 -0.2235 -0.3508
H 1.3833 1.3235 0.1709
H 0.1751 -1.5503 0.4245
H -0.2741 -0.0501 1.3536
H -2.2507 -0.3799 -0.2243
```

Output
* SMILES string: C1CO1.O
* gap between HOMO and LUMO: 11.16 eV

Here are the Löwdin charges for atoms 1 to 8, given in e: O -0.1155; C -0.2140; C -0.0655; O -0.1056; H 0.0007; H 0.1081; H 0.1240; H 0.1105


Version 2
The following is a quantum chemistry calculation of a cluster of 2 separate species, C2H6O2 in total, from the Open Molecules 2025 dataset.

XYZ file:
```
10
C2H6O2 (ωB97M-V/def2-TZVPD)
C -0.7652 -0.9247 -1.1798
H -0.3419 0.0679 -1.1510
H -0.4494 -1.7191 -0.5143
H -0.6656 -1.2535 -2.2193
H -1.8481 -0.8566 -1.0754
O 0.2516 2.0996 1.0608
C 0.8666 1.0919 0.8542
O 0.9115 0.0835 1.7321
H 1.4028 0.9347 -0.0830
H 0.6375 0.4764 2.5757
```

Output
* SMILES string: O=CO.C
* gap between HOMO and LUMO: 11.80 eV

Here are the Löwdin charges for atoms 1 to 8, given in e: C -0.0384; H -0.0053; H 0.0257; H 0.0212; H 0.0230; O 0.0660; C -0.4230; O 0.0744


What should be chosen as the least stable of them? Choose version 1.